A structure of composition C21H25CsN3O3, computed with ωB97M-V with the def2-TZVPD basis set.

XYZ file:
```
53
Properties=species:S:1:pos:R:3:forces:R:3:lowdin_charge:R:1
Cs -0.600017 0.150438 -0.041749 -0.119 -0.510 0.629 1.5204
C -3.835320 0.434338 1.942421 -0.081 -0.021 0.052 -0.0919
O -3.080610 1.206234 1.025991 -0.240 0.117 0.063 -0.3419
C -3.846435 1.773268 -0.022245 -0.033 -0.105 -0.224 -0.1969
C -3.904752 0.881701 -1.252982 -0.035 0.140 0.184 -0.1888
O -2.601996 0.846090 -1.813776 -0.510 0.156 -0.395 -0.3300
C -2.487216 0.102489 -3.014996 0.103 -0.199 -0.167 -0.1837
C -2.185545 -1.371072 -2.793553 -0.106 0.243 -0.059 -0.2130
O -0.864120 -1.490495 -2.298132 -0.126 -0.306 -0.430 -0.3736
C -0.397670 -2.827319 -2.314362 0.047 -0.103 0.014 -0.0956
H -4.605112 1.040854 2.427981 0.024 0.019 -0.009 0.0978
H -3.142727 0.073751 2.700543 -0.020 -0.021 0.001 0.0943
H -4.320894 -0.422582 1.463131 0.034 0.005 -0.034 0.0928
H -3.350832 2.702893 -0.307705 -0.059 0.048 0.041 0.1260
H -4.859211 2.006333 0.319057 -0.002 0.011 -0.001 0.1351
H -4.611006 1.308274 -1.974192 -0.023 -0.034 -0.002 0.1387
H -4.248747 -0.124127 -0.982249 -0.003 -0.012 -0.033 0.1293
H -1.644814 0.528778 -3.562417 -0.058 0.060 -0.033 0.1395
H -3.387901 0.213078 -3.626555 -0.018 -0.012 0.028 0.1363
H -2.280391 -1.893303 -3.752160 -0.019 -0.031 0.010 0.1376
H -2.897929 -1.815396 -2.084734 0.004 -0.064 -0.042 0.1325
H -0.300079 -3.197424 -3.338932 -0.026 0.013 0.000 0.0992
H -1.071402 -3.490432 -1.760633 -0.004 0.013 -0.006 0.0943
H 0.580677 -2.841444 -1.836573 -0.006 0.023 -0.006 0.0888
C 0.614230 -4.483572 1.331059 0.019 -0.015 -0.022 -0.0453
C 1.995300 -4.574681 1.367274 -0.027 0.007 0.006 -0.0407
C 2.746692 -3.413553 1.325394 -0.006 0.053 -0.051 -0.0023
C 2.100741 -2.178104 1.252407 -0.090 -0.291 0.032 -0.2158
N 0.768406 -2.098685 1.193289 0.270 -0.183 0.237 -0.0213
C 0.058210 -3.219319 1.234707 -0.064 -0.072 0.028 -0.1635
C 2.868332 -0.898551 1.252284 0.326 0.142 0.054 -0.2008
C 4.218245 -0.893066 1.603523 -0.052 0.006 0.008 0.0012
C 4.911584 0.300564 1.570456 -0.017 -0.012 -0.004 -0.0289
C 4.244088 1.454198 1.212005 -0.067 0.020 0.018 0.0036
C 2.884624 1.381809 0.909942 0.349 -0.171 0.039 -0.1971
N 2.223718 0.221394 0.920333 0.188 0.010 0.069 0.0810
C 2.121858 2.610690 0.547930 -0.051 0.294 -0.095 -0.2115
C 2.708653 3.875800 0.549241 -0.013 -0.012 0.035 0.0016
C 1.946745 4.979908 0.205991 -0.041 -0.043 -0.015 -0.0383
C 0.617709 4.801484 -0.138296 0.046 0.042 0.016 -0.0373
C 0.121272 3.509532 -0.120705 -0.061 0.108 -0.033 -0.1474
N 0.840506 2.446924 0.210752 0.667 0.713 0.114 -0.0922
H -0.012734 -5.363273 1.369619 -0.009 0.013 0.005 0.1119
H 2.485535 -5.537121 1.429469 -0.002 0.002 -0.007 0.1174
H 3.823333 -3.484103 1.336363 0.007 0.020 -0.007 0.1066
H -1.021673 -3.100016 1.195649 0.010 -0.013 -0.009 0.1099
H 4.725575 -1.792955 1.913710 -0.020 -0.019 -0.007 0.1070
H 5.962084 0.332172 1.826551 -0.004 -0.001 0.005 0.1199
H 4.780923 2.388827 1.179646 -0.011 0.007 0.002 0.1050
H 3.743407 4.022184 0.816652 0.002 -0.033 0.016 0.1047
H 2.390220 5.966629 0.207222 -0.002 -0.003 0.002 0.1177
H -0.011631 5.636674 -0.411135 -0.017 -0.024 -0.009 0.1125
H -0.911904 3.313284 -0.392511 -0.050 0.023 -0.009 0.0953
```
Forces are in eV/Å.

Computed properties:
HOMO-LUMO gap: 8.896 eV
LUMO: -2.5 eV
electronic energy: -33338.134 eV
charge: +1
max |F|: 0.0191 Eh/bohr
energy relative to the best compared isomer or geometry (same formula, charge and spin): 0.452 eV